The following is a quantum chemistry calculation of 2 unconnected molecules or ions with the total composition C4H10N at a distorted geometry, from the OMol25 dataset.

Structure (XYZ):
```
15
Properties=species:S:1:pos:R:3:forces:R:3:nbo_charge:R:1
C -1.08366 -4.04497 -4.65499 -0.4 -0.9 -0.2 -0.383
H 2.15109 2.14618 3.41756 -0.4 -0.1 0.1 0.247
H 2.35546 3.70452 2.69464 -0.1 0.4 0.2 0.247
C 1.74464 3.15471 3.40968 0.0 0.1 -0.3 -0.445
H -0.46995 -5.24978 -3.15526 -0.7 -0.6 0.6 0.195
C -1.17888 -5.19584 -3.97245 0.4 2.0 -0.3 -0.398
N 0.32602 3.15545 2.94771 1.8 0.6 -1.7 -0.396
H 1.76881 3.57994 4.40725 0.1 0.1 -0.1 0.255
C -0.02854 2.50645 1.89974 -1.0 -0.8 1.0 0.166
H 0.66867 1.93698 1.29505 0.1 -0.3 0.4 0.231
H -0.59194 -3.16803 -4.25189 0.6 -0.2 -0.3 0.185
H -0.19141 4.02042 3.11053 -0.7 -0.6 1.1 0.455
H -1.10180 2.37972 1.75250 0.1 0.7 -0.7 0.239
H -1.49770 -3.98324 -5.65632 -0.5 0.4 0.3 0.192
H -1.97171 -5.88755 -4.21161 0.6 -0.7 -0.1 0.210
```
Positions in Å, forces in eV/Å.

## Properties
Kohn-Sham gap, eV: 5.08
Net charge: +1
HOMO level, eV: -11.22
F_max, eV/Å: 2.51
LUMO level, Ha: -0.226